1.
H4O2 | the ωB97M-V functional and the def2-TZVPD basis

```
6
Properties=species:S:1:pos:R:3:mulliken_charge:R:1
O -1.9864 -0.0790 -0.1525 -0.65
H -1.4703 -0.4595 0.5971 0.31
H -1.6541 0.8637 -0.0456 0.32
O 1.2751 -0.0045 -0.0650 -0.62
H 2.1304 0.5531 -0.0226 0.32
H 1.7053 -0.8736 -0.3113 0.32
```

SMILES = O.O
LUMO = 0.65 eV
Gap between HOMO and LUMO = 11.722 eV
ΔE to the lowest compared entry with this formula, charge and spin = 0.381 eV
2S+1 = 1

2.
H4O2 | the ωB97M-V functional and the def2-TZVPD basis

```
6
Properties=species:S:1:pos:R:3:mulliken_charge:R:1
O 1.3719 -0.0942 0.0357 -0.66
H 1.4905 0.7401 -0.3612 0.28
H 0.4368 -0.2412 0.1903 0.42
O -1.1972 -0.0035 -0.0706 -0.70
H -1.3198 0.8322 0.4238 0.34
H -2.0049 -0.5490 0.0266 0.33
```

SMILES = O.O
LUMO = 0.54 eV
Gap between HOMO and LUMO = 11.195 eV
ΔE to the lowest compared entry with this formula, charge and spin = 0.236 eV
2S+1 = 1

3.
H4O2 | the ωB97M-V functional and the def2-TZVPD basis

```
6
Properties=species:S:1:pos:R:3:mulliken_charge:R:1
O -0.4654 -1.0512 -0.1698 -0.67
H -0.5238 -1.1839 -1.1207 0.31
H -0.8686 -1.8320 0.2190 0.31
O 0.3904 1.5928 0.5641 -0.64
H 1.2865 1.7695 0.2681 0.31
H 0.1808 0.7048 0.2393 0.37
```

SMILES = O.O
LUMO = 0.63 eV
Gap between HOMO and LUMO = 11.461 eV
ΔE to the lowest compared entry with this formula, charge and spin = 0.039 eV
2S+1 = 1

4.
H4O2 | the ωB97M-V functional and the def2-TZVPD basis

```
6
Properties=species:S:1:pos:R:3:mulliken_charge:R:1
O -4.3919 6.0859 -14.9357 -0.63
H -4.7698 6.9709 -14.9826 0.32
H -5.1346 5.5082 -14.7303 0.31
O -1.3434 6.1067 -13.6300 -0.65
H -1.9880 6.0894 -12.9156 0.32
H -1.8748 6.2805 -14.4162 0.32
```

SMILES = O.O
LUMO = 0.64 eV
Gap between HOMO and LUMO = 11.765 eV
ΔE to the lowest compared entry with this formula, charge and spin = 0.095 eV
2S+1 = 1

5.
H4O2 | the ωB97M-V functional and the def2-TZVPD basis

```
6
Properties=species:S:1:pos:R:3:mulliken_charge:R:1
O -1.1029 1.4807 0.1665 -0.64
H -0.4417 1.1900 0.7900 0.31
H -1.8227 0.9031 0.4302 0.32
O 0.7617 -1.3417 -0.3612 -0.64
H 0.9627 -0.6638 -1.0061 0.33
H 1.6430 -1.5682 -0.0194 0.32
```

SMILES = O.O
LUMO = 0.85 eV
Gap between HOMO and LUMO = 12.277 eV
ΔE to the lowest compared entry with this formula, charge and spin = 0.165 eV
2S+1 = 1

6.
H4O2P2 | the ωB97M-V functional and the def2-TZVPD basis

```
8
Properties=species:S:1:pos:R:3:mulliken_charge:R:1
O 0.6879 0.4819 1.8366 -0.52
P -0.6249 0.1087 0.5671 0.33
O -0.5867 1.5698 -0.3234 -0.47
P 0.6316 -1.0607 -0.7261 -0.13
H 1.3075 0.8323 1.1849 0.31
H -1.4294 1.6570 -0.7277 0.32
H -0.2990 -1.2929 -1.7351 0.07
H 0.3129 -2.2962 -0.0763 0.09
```

SMILES = OP(O)#[PH2]
LUMO = 0.60 eV
Gap between HOMO and LUMO = 9.680 eV
ΔE to the lowest compared entry with this formula, charge and spin = 0.776 eV
2S+1 = 1

7.
H4O2P3 | the ωB97M-V functional and the def2-TZVPD basis

```
9
Properties=species:S:1:pos:R:3:mulliken_charge:R:1
O 0.8337 2.2616 0.5078 -0.53
O -1.5245 -0.1723 0.9552 -0.60
P -0.3573 -0.9401 0.5010 0.14
P 0.2011 0.3903 -1.8044 -0.36
P -0.3286 1.9118 -0.4241 0.22
H -0.1455 -1.9405 1.4938 -0.01
H -1.1611 -1.7277 -0.3028 0.04
H 0.7850 -0.0759 0.6652 0.08
H 1.6972 0.2929 -1.5916 0.02
```

LUMO = 3.90 eV
Gap between HOMO and LUMO = 7.364 eV
ΔE to the lowest compared entry with this formula, charge and spin = 3.166 eV
2S+1 = 1
Charge = -1

8.
H4O2Rb | the ωB97M-V functional and the def2-TZVPD basis

```
7
Properties=species:S:1:pos:R:3:mulliken_charge:R:1
Rb 2.3340 3.2906 6.9078 0.97
O 2.3056 3.2513 3.1092 -0.56
H 4.4410 3.1148 2.5053 -0.13
H 5.3871 2.5446 1.8179 0.21
O 4.4256 4.1076 6.3058 -0.04
H 3.1298 3.3408 3.8118 0.18
H 1.7866 1.3328 2.8884 0.36
```

LUMO = -10.34 eV
Gap between HOMO and LUMO = 3.811 eV
ΔE to the lowest compared entry with this formula, charge and spin = 17.521 eV
2S+1 = 1
Charge = +1

9.
H4O2Rb | the ωB97M-V functional and the def2-TZVPD basis

```
7
Properties=species:S:1:pos:R:3:mulliken_charge:R:1
Rb 1.8124 0.8817 -0.5966 0.99
O 0.5574 -1.7963 -0.4856 -0.67
H -0.1766 -1.4213 -0.9376 0.32
H 0.2674 -1.7203 0.4134 0.35
O -0.8166 1.0587 0.7884 -0.65
H -0.3986 1.8897 0.8944 0.31
H -1.2456 1.1077 -0.0766 0.35
```

LUMO = -4.31 eV
Gap between HOMO and LUMO = 11.905 eV
ΔE to the lowest compared entry with this formula, charge and spin = 0.847 eV
2S+1 = 1
Charge = +1

10.
H4O2Rb | the ωB97M-V functional and the def2-TZVPD basis

```
7
Properties=species:S:1:pos:R:3:mulliken_charge:R:1
Rb -2.2536 0.4318 0.6824 0.97
O 0.2234 1.2044 -1.1489 -0.64
H 0.9870 1.7777 -1.0816 0.34
H 0.3943 0.5022 -0.5212 0.36
O 0.2355 -0.9452 0.5397 -0.69
H 0.6241 -1.2616 1.3553 0.32
H -0.2106 -1.7092 0.1742 0.34
```

LUMO = -4.13 eV
Gap between HOMO and LUMO = 11.073 eV
ΔE to the lowest compared entry with this formula, charge and spin = 0.475 eV
2S+1 = 1
Charge = +1

11.
H4O5PS | the ωB97M-V functional and the def2-TZVPD basis

```
11
Properties=species:S:1:pos:R:3:mulliken_charge:R:1
O -1.6469 -1.7140 0.6216 -0.56
O -2.5379 -1.5514 -1.7095 -0.52
O 0.8636 0.3011 -1.4797 -0.63
O 0.6115 2.1466 0.3729 -0.57
O -0.3656 0.2213 1.7143 -0.46
P -0.7114 1.5618 0.6783 0.13
S -1.4314 -1.2752 -0.7772 0.74
H 0.4614 1.1625 -1.5485 0.33
H 0.9770 0.0562 -0.5958 0.34
H -1.0742 -0.3596 1.7912 0.35
H -1.0621 0.7193 -0.3833 -0.16
```

LUMO (spin up / spin down) = 2.94 / 2.93 eV
Gap between HOMO and LUMO (spin up / spin down) = 6.402 / 6.399 eV
ΔE to the lowest compared entry with this formula, charge and spin = 2.288 eV
2S+1 = 1
Charge = -1

12.
H4OP2S | the ωB97M-V functional and the def2-TZVPD basis

```
8
Properties=species:S:1:pos:R:3:mulliken_charge:R:1
O -0.6279 -0.4998 -1.4749 -0.48
P -0.2862 1.9427 -0.2235 -0.06
P -1.1090 0.0428 -0.1732 0.63
S -3.0147 -0.2705 0.0427 -0.28
H -3.0031 -3.4608 0.4940 0.24
H 1.1477 1.6523 -0.4482 0.13
H -0.0453 2.0432 1.1305 0.09
H -3.2217 -2.6203 0.2742 -0.27
```

LUMO = -2.24 eV
Gap between HOMO and LUMO = 7.495 eV
ΔE to the lowest compared entry with this formula, charge and spin = 2.406 eV
2S+1 = 1

13.
H4S2 | the ωB97M-V functional and the def2-TZVPD basis

```
6
Properties=species:S:1:pos:R:3:mulliken_charge:R:1
S -1.3179 -4.0263 -0.8714 -0.29
H -1.8266 -4.5118 0.2763 0.15
H -0.6577 -3.0473 -0.2252 0.15
S 0.4653 4.6952 0.0898 -0.29
H 1.6644 5.3044 0.1427 0.15
H 0.6818 4.0537 1.2531 0.15
```

SMILES = S.S
LUMO = 0.90 eV
Gap between HOMO and LUMO = 10.699 eV
ΔE to the lowest compared entry with this formula, charge and spin = 0.054 eV
2S+1 = 1

14.
H4S2 | the ωB97M-V functional and the def2-TZVPD basis

```
6
Properties=species:S:1:pos:R:3:mulliken_charge:R:1
S -0.8092 0.9703 -1.3993 -0.27
H -1.9569 0.2672 -1.4169 0.17
H -0.0874 -0.1173 -1.0712 0.19
S 0.8618 0.0739 1.7189 -0.17
H 0.6575 -0.0091 0.3911 -0.05
H 1.3342 -1.1851 1.7774 0.14
```

SMILES = S.S
LUMO = 0.74 eV
Gap between HOMO and LUMO = 10.426 eV
ΔE to the lowest compared entry with this formula, charge and spin = 0.238 eV
2S+1 = 1

no.,molecular weight (g mol⁻¹)
1,36.030
2,36.030
3,36.030
4,36.030
5,36.030
6,97.978
7,128.952
8,121.498
9,121.498
10,121.498
11,147.068
12,114.046
13,68.166
14,68.166